Entry 1:
Computed, not measured: the molecule C5H7NO, with wB97M-V/def2-TZVPD.

Structure (XYZ):
```
14
Properties=species:S:1:pos:R:3:forces:R:3
C -1.67341 -0.55788 -0.93621 -0.0279 -0.0045 -0.0394
C -0.48522 -0.46527 -0.07340 0.0045 -0.0418 0.1384
C 0.12841 -0.55012 1.06843 -0.2167 0.1245 -0.2415
N -0.04168 -0.71529 2.46219 -0.4810 0.0256 -0.0344
O -1.22070 -0.66785 2.75606 0.4297 -0.1126 0.1739
C 1.01064 -0.20926 -0.08100 0.2301 0.0196 -0.0692
C 1.53185 1.20599 -0.25407 -0.0008 0.0431 -0.0113
H -2.61045 -0.59601 -0.37389 0.2383 0.0058 -0.0149
H -1.58642 -1.46784 -1.53935 -0.0581 0.0968 -0.0328
H -1.69394 0.29216 -1.62452 -0.0289 -0.1056 0.0337
H 1.65371 -0.97939 -0.52198 -0.0911 0.0801 0.1359
H 0.81071 1.92478 0.15188 0.1151 -0.0837 -0.0676
H 2.47986 1.34540 0.27705 -0.1172 -0.0344 -0.0938
H 1.69662 1.44060 -1.31119 0.0039 -0.0129 0.1230
```
Positions in Å, forces in eV/Å.

## Properties
HOMO-LUMO gap (alpha / beta) = 8.5 / 8.5 eV
structure (SMILES) = CC1=C(N=O)[C@@H]1C
HOMO level (alpha / beta) = -0.3358 / -0.3358 Ha
energy above the lowest of the compared OMol25 structures with the same formula, charge and spin = 116.0 kcal per mole



Entry 2:
Computed, not measured: the molecule C5H7NO, with wB97M-V/def2-TZVPD.

Structure (XYZ):
```
14
Properties=species:S:1:pos:R:3:forces:R:3
C 1.20467 -1.51102 -0.08789 0.0287 0.0035 -0.0225
C 0.29632 -0.32701 -0.18588 0.0613 -0.3583 0.0175
N 0.58578 0.79387 -1.08112 -0.1272 0.1084 -0.2706
C 0.33770 1.09520 0.30946 0.1065 0.2578 0.1122
C -1.17756 1.13806 0.56165 -0.0975 0.1106 -0.0531
C -1.19835 -0.31459 0.02501 -0.2926 -0.2695 -0.0808
O -2.05237 -1.15222 -0.08243 0.3521 0.4045 0.1439
H 0.95588 -2.11433 0.79113 0.0318 0.1079 -0.1172
H 2.24886 -1.19557 -0.01856 -0.1420 -0.0092 -0.0407
H 1.08919 -2.14143 -0.97471 0.0370 0.0584 0.1081
H -0.19381 1.06173 -1.67763 0.0276 -0.1356 -0.0448
H 1.14379 1.62564 0.80010 -0.2190 -0.2015 0.3498
H -1.72566 1.91213 0.01552 0.0113 -0.1301 0.0293
H -1.51445 1.12953 1.60535 0.2221 0.0532 -0.1310
```
Positions in Å, forces in eV/Å.

## Properties
HOMO-LUMO gap = 10.5 eV
structure (SMILES) = C[C@]12N[C@H]1CC2=O
HOMO level = -0.3484 Ha
energy above the lowest of the compared OMol25 structures with the same formula, charge and spin = 45.2 kcal per mole



Entry 3:
Computed, not measured: a 2-piece molecular cluster, C5H7NO overall, with wB97M-V/def2-TZVPD.

Structure (XYZ):
```
14
Properties=species:S:1:pos:R:3:forces:R:3
C 2.09887 0.37451 0.78613 -0.0511 -0.1342 0.0428
N 1.56468 -0.76085 0.54368 0.0066 0.2935 0.0121
C 0.24830 -0.75130 0.16310 0.1187 -0.0269 0.0315
O -0.48698 -1.86399 0.26933 0.1150 0.0625 0.1007
C -1.52323 -1.08200 -0.41938 -0.4069 -0.0414 -0.1610
C -1.92422 0.16451 0.27509 -0.3049 -0.1137 0.1915
C -0.61998 0.12199 -0.51516 0.2146 0.0356 -0.0745
H 1.53829 1.31117 0.84787 0.0140 -0.1722 -0.0802
H 3.17220 0.41666 0.96779 -0.1392 -0.0681 0.0631
H 1.67026 1.49734 -1.43882 0.0112 0.0767 -0.1339
H -2.03410 -1.60683 -1.21692 0.0659 0.0850 0.1300
H -1.90812 0.21515 1.36295 0.0333 -0.0110 -0.1327
H -2.74693 0.70535 -0.18953 0.1358 -0.1056 0.0865
H 0.95095 1.25827 -1.43615 0.1870 0.1198 -0.0759
```
Positions in Å, forces in eV/Å.

## Properties
HOMO-LUMO gap (alpha / beta) = 7.8 / 7.8 eV
HOMO level (alpha / beta) = -0.3047 / -0.3047 Ha
energy above the lowest of the compared OMol25 structures with the same formula, charge and spin = 151.5 kcal per mole



Entry 4:
Computed, not measured: a 2-piece molecular cluster, C5H7NO overall, with wB97M-V/def2-TZVPD.

Structure (XYZ):
```
14
Properties=species:S:1:pos:R:3:forces:R:3
H 0.08024 0.03956 -3.34535 -0.0529 0.0862 0.0486
N -0.24747 0.71492 -2.65290 0.2263 -0.2291 0.2466
C 0.23445 0.43656 -1.51005 -0.0984 0.1242 -0.0520
C -0.09268 1.27697 -0.32612 -0.1398 0.0684 -0.2964
C -0.11579 0.67720 1.05775 0.2349 0.1280 0.0474
C 0.90338 1.42464 0.79758 -0.1657 -0.1578 0.1356
H 0.90402 -0.41483 -1.31474 -0.1042 0.1238 -0.0959
H -0.76631 2.10286 -0.56965 0.1209 -0.1159 0.0734
H -0.68980 0.07477 1.74553 0.0901 0.1013 -0.1078
H 1.81886 1.90949 1.09906 -0.1372 -0.0859 -0.0244
C 1.40366 -2.22661 1.00940 -0.0548 -0.1507 -0.3180
O 1.19874 -2.60071 -0.11784 0.1083 0.1762 0.5765
H 2.26696 -1.58546 1.27346 -0.0785 -0.0735 -0.0958
H 0.73768 -2.50671 1.85090 0.0509 0.0048 -0.1377
```
Positions in Å, forces in eV/Å.

## Properties
HOMO-LUMO gap = 10.3 eV
structure (SMILES) = [H]/N=C/C1C=C1.C=O
HOMO level = -0.3545 Ha
energy above the lowest of the compared OMol25 structures with the same formula, charge and spin = 96.2 kcal per mole



Entry 5:
Computed, not measured: C5H7NO as an isolated structure, with wB97M-V/def2-TZVPD.

Structure (XYZ):
```
14
Properties=species:S:1:pos:R:3:forces:R:3
C -1.76258 0.12388 0.43501 0.0070 0.0280 -0.0433
N -0.33864 -0.08239 0.20813 0.2121 0.0183 -0.1714
C 0.26855 -1.23181 -0.17239 -0.0647 -0.2827 0.4197
C 1.66305 -0.84770 -0.42898 0.3360 -0.1866 0.1957
C 1.86840 0.55935 -0.27566 -0.2306 -0.3072 0.2286
C 0.61095 0.92467 0.13896 -0.2461 0.0308 -0.0376
O 0.12684 2.15768 0.42807 0.1597 0.0338 -0.0453
H -2.15064 0.78916 -0.34239 -0.0716 -0.1198 0.1856
H -1.91748 0.58959 1.41513 0.0379 -0.1278 -0.2694
H -2.27738 -0.84202 0.39592 0.1272 0.2591 0.0150
H -0.21780 -2.21070 -0.08961 0.3583 0.5151 -0.0813
H 2.40808 -1.61836 -0.61825 -0.0922 0.1749 0.0019
H 0.84078 -1.06054 -1.36749 -0.4410 -0.0245 -0.4485
H 0.87786 2.74921 0.27355 -0.0919 -0.0113 0.0503
```
Positions in Å, forces in eV/Å.

## Properties
HOMO-LUMO gap = 8.3 eV
HOMO level = -0.2800 Ha
energy above the lowest of the compared OMol25 structures with the same formula, charge and spin = 98.9 kcal per mole



Entry 6:
Computed, not measured: the molecule C5H7NO, with wB97M-V/def2-TZVPD.

Structure (XYZ):
```
14
Properties=species:S:1:pos:R:3:forces:R:3
C -1.98374 -0.19298 -0.04827 -0.0345 -0.0064 0.0219
C -0.50093 -0.13302 0.19529 -0.1661 0.1281 -0.2596
N 0.12836 -1.08196 1.06226 0.0933 0.3318 0.3112
C 0.04212 0.04886 1.67452 -0.0594 -0.5933 -0.0825
C 1.82124 0.65232 -0.33144 0.0935 0.0814 -0.1262
C 0.41401 0.42624 -0.84787 -0.0511 0.1300 -0.1158
O 0.04071 0.69924 -1.97023 0.1485 -0.0633 0.5125
H -2.31264 0.76428 -0.46318 0.0454 -0.1530 0.0143
H -2.49932 -0.34706 0.90487 0.0466 -0.0253 -0.1647
H -2.27919 -0.98345 -0.74457 0.0913 0.0817 0.0447
H 0.70667 -1.91166 1.01793 -0.2580 -0.0368 0.1621
H 1.74315 1.03881 0.69301 0.2001 0.0711 -0.1629
H 2.37880 -0.28933 -0.25482 -0.0784 0.1487 -0.1046
H 2.36330 1.35096 -0.96551 -0.0713 -0.0946 -0.0504
```
Positions in Å, forces in eV/Å.

## Properties
HOMO-LUMO gap = 10.2 eV
HOMO level = -0.3514 Ha
energy above the lowest of the compared OMol25 structures with the same formula, charge and spin = 77.9 kcal per mole



no.,calculated total energy (eV)
1,-8831.1740
2,-8834.2407
3,-8829.6334
4,-8832.0291
5,-8831.9124
6,-8832.8238